115
Properties=species:S:1:pos:R:3:forces:R:3:mulliken_charge:R:1 method="wB97M-V/def2-TZVPD" total_charge=-1 e_tot_ha=-5947.48031 multiplicity=1 orbital_gap_ev=6.14 lumo_energy_ev=1.96 fmax_ha_per_bohr=0.0741 e_homo_ev=-4.17 de_lowest_kcal_mol=32.32
Ba -0.3325 0.4085 0.7671 1.83 -3.18 1.02 1.0110
C -4.8946 -2.4018 -1.2547 0.12 -0.02 0.06 -1.6742
C -3.9462 -1.2652 -0.8629 -0.19 0.07 -0.04 0.8990
C -4.6866 -0.2082 -0.0327 0.12 -0.11 0.02 -1.4531
C -3.2954 -0.6307 -2.0771 0.05 -0.01 0.09 0.9095
C -4.0855 0.0166 -3.0193 -0.02 0.03 -0.02 -0.5928
C -3.5266 0.6477 -4.1196 0.00 -0.02 -0.05 -1.6523
C -2.1501 0.6480 -4.2723 -0.05 0.01 -0.05 -0.5311
C -1.3250 0.0072 -3.3556 0.05 -0.05 0.09 0.4958
C 0.1780 0.0130 -3.5654 0.04 0.02 -0.14 1.5537
C 0.5603 -0.6158 -4.9092 0.03 0.02 0.07 -1.7720
C 0.7654 1.4246 -3.4673 -0.01 -0.12 -0.01 -1.2242
C -1.8937 -0.6535 -2.2432 -0.06 -0.06 -0.28 0.0413
N -1.0659 -1.2753 -1.3026 0.19 0.29 0.53 1.9935
C -0.8884 -2.6019 -1.3734 -0.03 -0.08 -0.36 -0.5798
C -1.4341 -3.4528 -2.3777 0.05 0.15 0.07 -1.0678
C -1.1859 -4.8125 -2.4163 0.09 -0.16 0.04 -0.9883
C -0.3678 -5.4255 -1.4751 -0.10 -0.05 -0.12 -0.5696
C 0.1906 -4.6311 -0.4768 0.04 0.01 0.04 -0.7489
C -0.0713 -3.2861 -0.4416 0.14 -0.18 0.06 0.4226
F 0.5207 -2.5647 0.5693 -0.21 0.25 -0.12 -0.0068
H -5.3256 -2.8512 -0.3572 -0.02 -0.03 -0.02 0.4669
H -4.3603 -3.1777 -1.8053 -0.03 -0.02 -0.01 0.3682
H -5.7157 -2.0370 -1.8768 0.00 0.02 -0.01 0.2907
H -3.1559 -1.6898 -0.2422 0.03 0.02 -0.04 -0.1215
H -5.5596 0.1651 -0.5745 -0.01 0.03 0.00 0.3035
H -4.0316 0.6331 0.1931 -0.04 0.03 0.03 0.1482
H -5.0290 -0.6370 0.9117 -0.02 0.01 0.00 0.4407
H -5.1626 0.0350 -2.8905 0.00 -0.02 0.02 0.2793
H -4.1591 1.1390 -4.8500 0.00 0.01 0.01 0.3833
H -1.7146 1.1495 -5.1307 0.03 0.01 0.03 0.3055
H 0.6181 -0.5919 -2.7697 -0.04 0.02 0.05 -0.2479
H 0.1446 -0.0447 -5.7427 -0.03 -0.03 -0.01 0.3479
H 0.1911 -1.6417 -4.9775 -0.01 -0.01 -0.04 0.3463
H 1.6474 -0.6278 -5.0271 -0.10 0.05 -0.04 0.4593
H 0.4226 2.0469 -4.2989 -0.03 0.03 0.02 0.3146
H 1.8577 1.3795 -3.5015 0.01 0.02 -0.01 0.3405
H 0.4802 1.9125 -2.5363 0.03 0.04 0.03 0.0459
H -2.0615 -2.9995 -3.1355 -0.02 0.01 0.01 0.5945
H -1.6397 -5.4106 -3.1994 0.00 0.03 -0.01 0.3893
H -0.1740 -6.4891 -1.5091 0.00 0.01 0.03 0.3789
H 0.8331 -5.0561 0.2847 0.00 0.05 0.03 0.4779
Br 5.8183 -2.6561 5.9639 -0.08 0.06 -0.10 -0.1996
C 4.7778 -1.8176 4.6083 0.10 -0.03 0.14 0.1185
C 3.7096 -1.0161 4.9621 -0.02 -0.02 -0.02 -0.7917
C 2.9928 -0.4260 3.9303 0.03 0.11 -0.03 -0.3961
N 3.2750 -0.5976 2.6445 -0.01 -0.14 -0.15 0.4989
C 4.3012 -1.3819 2.3303 0.01 -0.11 0.19 -0.1591
C 5.0988 -2.0123 3.2791 -0.04 0.01 -0.02 -0.7349
H 3.4349 -0.8584 5.9950 0.00 0.00 0.00 0.4769
H 2.1514 0.2270 4.1413 0.00 -0.04 0.05 0.6359
H 4.4878 -1.5262 1.2742 0.05 0.01 -0.06 0.1164
H 5.9298 -2.6380 2.9873 -0.01 0.00 -0.02 0.4446
C 0.3290 -2.1996 4.3637 -0.11 -0.02 0.05 -0.8635
N -0.9670 -2.8457 4.3818 0.04 0.02 -0.07 0.1086
C -1.4608 -2.9602 5.7392 0.07 -0.03 -0.14 -1.0264
C -1.9183 -2.2175 3.4489 -0.08 0.06 0.11 -1.0918
C -2.3343 -0.7884 3.7607 -0.11 0.13 0.16 0.9818
C -3.3516 -0.5962 4.7007 -0.07 -0.11 -0.05 -0.5321
C -3.7395 0.6777 5.0873 0.04 0.02 -0.01 -0.6899
C -3.1063 1.7707 4.5134 -0.05 0.16 -0.01 -0.7172
C -2.1355 1.5692 3.5378 0.02 -0.10 0.11 -0.5385
C -1.7041 0.2990 3.1218 0.04 -0.25 0.26 0.2992
H 1.0279 -2.7834 4.9697 0.04 0.01 -0.02 0.4516
H 0.2928 -1.1731 4.7629 0.03 0.01 -0.03 0.2943
H 0.7048 -2.1595 3.3396 0.03 0.01 0.01 0.0564
H -0.7707 -3.5826 6.3156 -0.01 0.00 0.00 0.3498
H -2.4371 -3.4477 5.7324 -0.03 0.02 0.04 0.3074
H -1.5528 -1.9893 6.2489 -0.07 0.00 0.03 0.3328
H -2.8027 -2.8639 3.4232 0.02 -0.02 -0.03 0.6289
H -1.4484 -2.2473 2.4622 -0.04 -0.06 -0.03 -0.5396
H -3.8692 -1.4534 5.1248 0.02 -0.02 0.02 0.3304
H -4.5327 0.8155 5.8136 0.02 0.00 0.02 0.3536
H -3.3876 2.7773 4.8105 -0.02 -0.01 -0.02 0.3901
H -1.7036 2.4599 3.0753 -0.01 0.02 0.00 0.2593
C 5.7958 0.3685 -3.1337 0.06 0.14 0.03 -0.9109
N 4.8329 -0.6369 -3.5098 -0.35 -0.23 0.14 0.3117
C 4.7087 -1.2777 -4.7318 0.09 0.02 -0.10 -0.0103
C 3.6696 -2.1270 -4.6410 0.02 -0.12 -0.02 -0.9098
N 3.1614 -2.0043 -3.3630 0.18 0.07 -0.05 0.2687
C 3.8639 -1.0809 -2.6530 0.10 -0.08 -0.34 -0.7715
S 3.6205 -0.5936 -1.0885 -0.18 0.20 0.45 0.0722
H 6.6224 0.3669 -3.8410 -0.04 -0.04 -0.04 0.3176
H 6.1582 0.1482 -2.1310 0.03 0.00 -0.02 0.3480
H 5.3315 1.3555 -3.1092 0.00 -0.01 -0.01 0.2901
H 5.3675 -1.0683 -5.5554 0.00 -0.01 0.01 0.4550
H 3.2516 -2.7977 -5.3690 -0.02 0.01 0.02 0.4113
H 2.3554 -2.4768 -2.9863 -0.04 0.01 0.07 0.1592
I -3.0370 6.9800 -4.6971 0.08 -0.21 0.18 0.0127
C -2.3862 5.5599 -3.2726 -0.12 0.30 -0.23 -0.1254
C -3.0529 4.3514 -3.1673 -0.04 -0.04 -0.03 -0.5647
C -2.6306 3.4373 -2.2149 0.02 0.00 0.08 -0.0747
C -1.5401 3.7249 -1.4052 0.02 -0.11 0.08 0.0300
C -0.8772 4.9366 -1.5353 0.09 0.00 -0.03 -0.2939
C -1.3076 5.8746 -2.4628 0.03 -0.03 0.02 -0.6932
C -1.0970 2.6979 -0.3866 -0.57 1.50 -0.89 0.5073
O -1.9776 1.9304 0.0582 -1.05 0.80 -0.41 -0.8461
O 0.1204 2.6679 -0.0726 0.22 0.88 -0.22 -0.5956
H -3.8902 4.1228 -3.8128 0.01 -0.01 0.00 0.4250
H -3.1322 2.4859 -2.0948 -0.03 0.00 -0.02 0.4383
H -0.0195 5.1450 -0.9077 -0.01 -0.03 0.01 0.3775
H -0.8101 6.8302 -2.5550 0.01 -0.01 -0.01 0.3834
C 3.8147 2.9074 3.3588 -0.14 -0.30 -0.10 -1.4107
P 2.4246 2.5316 2.1890 -0.03 0.62 0.04 1.1132
C 3.2041 3.1582 0.6424 -0.06 -0.19 0.07 -1.1710
C 1.3777 3.9999 2.5848 0.03 -0.16 -0.03 -1.2273
H 4.1548 3.9379 3.2399 0.00 0.01 -0.01 0.4758
H 4.6488 2.2292 3.1683 0.01 0.00 0.03 0.3179
H 3.4818 2.7567 4.3873 0.03 0.01 0.01 0.3686
H 3.6157 4.1608 0.7816 0.02 0.01 0.00 0.3840
H 2.4378 3.1758 -0.1322 0.05 0.02 -0.04 0.0843
H 3.9946 2.4719 0.3331 0.00 0.02 -0.04 0.3078
H 1.9613 4.9238 2.5980 -0.01 0.02 0.00 0.3708
H 0.9008 3.8554 3.5556 -0.01 0.03 0.00 0.3490
H 0.6008 4.0652 1.8239 -0.03 0.06 0.03 0.0931